# 1
116
Properties=species:S:1:pos:R:3:forces:R:3 method="wB97M-V/def2-TZVPD" gap_ha=0.1898 total_charge=-2 homo_energy_ev=-1.5
Rb -0.931 -0.772 0.448 0.3 0.2 0.0
Br -2.942 -6.616 5.915 0.0 0.0 0.0
C -2.310 -5.071 4.981 0.0 0.0 0.0
C -2.741 -3.798 5.378 0.0 0.0 0.0
C -2.303 -2.690 4.710 0.0 0.0 0.0
C -1.403 -2.753 3.577 0.0 -0.1 -0.1
O -1.076 -1.727 2.949 0.0 0.0 0.4
C -0.947 -4.090 3.236 -0.1 0.1 0.1
C 0.022 -4.375 2.207 0.1 0.0 0.0
N 0.706 -3.544 1.512 -0.1 0.0 0.0
C 1.712 -4.061 0.705 0.0 0.0 0.0
C 2.548 -5.082 1.108 0.0 0.0 0.0
C 3.581 -5.560 0.281 0.0 0.0 0.0
C 3.793 -5.025 -0.957 0.0 0.0 0.0
C 2.974 -3.962 -1.407 0.0 0.0 0.0
C 3.133 -3.365 -2.679 0.0 0.0 0.0
C 2.317 -2.339 -3.050 0.0 0.0 0.0
C 1.347 -1.882 -2.130 0.0 0.0 0.0
N 1.176 -2.409 -0.947 -0.2 0.0 -0.1
C 1.948 -3.457 -0.575 0.1 0.0 0.0
C -1.434 -5.205 3.935 0.0 0.0 0.0
H -3.425 -3.699 6.214 0.0 0.0 0.0
H -2.637 -1.702 5.004 0.0 0.0 0.0
H 0.175 -5.455 2.045 0.0 0.0 0.0
H 2.431 -5.490 2.103 0.0 0.0 0.0
H 4.218 -6.359 0.643 0.0 0.0 0.0
H 4.585 -5.390 -1.601 0.0 0.0 0.0
H 3.907 -3.737 -3.342 0.0 0.0 0.0
H 2.404 -1.860 -4.016 0.0 0.0 0.0
H 0.701 -1.048 -2.390 -0.1 0.0 0.0
H -1.095 -6.192 3.641 0.0 0.0 0.0
C 3.855 4.542 -0.171 0.0 -0.1 0.0
O 3.979 3.575 0.863 -0.1 0.0 0.1
C 4.284 4.007 2.107 0.0 -0.1 0.0
C 4.924 5.212 2.365 0.0 0.0 0.0
C 5.286 5.557 3.661 0.0 0.0 0.0
C 5.002 4.703 4.711 0.0 0.0 0.0
C 4.320 3.518 4.465 0.0 0.0 0.0
C 3.943 3.149 3.179 0.0 0.0 -0.1
N 3.288 1.934 2.956 -0.1 0.0 0.0
C 2.082 1.733 2.256 0.1 -0.1 -0.1
N 1.410 2.881 1.962 0.0 0.1 0.1
C 0.653 3.186 0.781 -0.1 0.0 -0.1
C 0.093 2.214 -0.051 -0.1 -0.1 -0.1
C -0.572 2.756 -1.168 0.0 0.0 0.0
C -0.685 4.118 -1.446 0.0 0.0 0.0
C -0.122 5.042 -0.574 0.0 0.0 0.0
C 0.540 4.561 0.541 0.0 0.0 0.0
O 1.137 5.484 1.429 0.0 0.0 0.0
C 0.260 5.853 2.478 0.0 0.0 0.0
N 1.655 0.557 2.000 0.0 -0.1 0.0
C 2.490 -0.530 2.300 0.1 0.0 -0.1
C 2.156 -1.350 3.379 0.0 0.0 0.0
C 2.944 -2.427 3.753 0.0 0.0 0.0
C 4.087 -2.723 3.027 0.0 0.0 0.0
C 4.413 -1.953 1.923 0.0 0.0 0.0
C 3.632 -0.866 1.543 0.0 -0.1 0.0
O 4.098 -0.171 0.465 0.0 0.0 0.1
C 3.180 0.469 -0.426 0.0 0.0 0.0
H 3.338 4.041 -0.986 0.0 0.0 0.0
H 4.839 4.883 -0.512 0.0 0.0 0.0
H 3.254 5.388 0.164 0.0 0.0 0.0
H 5.157 5.875 1.543 0.0 0.0 0.0
H 5.793 6.497 3.841 0.0 0.0 0.0
H 5.282 4.963 5.724 0.0 0.0 0.0
H 4.051 2.859 5.281 0.0 0.0 0.0
H 3.578 1.142 3.507 0.0 0.0 0.0
H 1.848 3.709 2.334 0.0 0.0 0.0
H -1.041 2.071 -1.873 0.0 0.0 0.0
H -1.215 4.462 -2.330 0.0 0.0 0.0
H -0.180 6.112 -0.737 0.0 0.0 0.0
H -0.609 6.392 2.086 0.0 0.0 0.0
H 0.817 6.501 3.156 0.0 0.0 0.0
H -0.096 4.973 3.024 0.0 0.0 0.0
H 1.231 -1.128 3.894 0.0 0.0 0.0
H 2.646 -3.043 4.593 0.0 0.0 0.0
H 4.707 -3.571 3.292 0.0 0.0 0.0
H 5.279 -2.183 1.314 0.0 0.0 0.0
H 3.588 0.324 -1.428 0.0 0.0 0.0
H 3.112 1.532 -0.205 0.0 0.0 0.0
H 2.181 0.051 -0.365 0.0 0.0 0.0
N -8.735 1.726 -5.921 0.0 -0.1 0.1
C -8.188 1.308 -4.997 -0.1 0.1 -0.2
C -7.517 0.799 -3.840 0.1 -0.1 0.2
C -8.256 0.458 -2.709 0.0 0.0 -0.1
C -7.618 -0.034 -1.588 0.1 0.0 0.1
C -6.231 -0.183 -1.577 0.0 0.1 -0.1
C -5.483 0.157 -2.712 -0.1 -0.1 0.2
C -6.128 0.639 -3.832 -0.1 0.0 0.0
N -5.579 -0.671 -0.435 0.0 -0.1 -0.2
C -6.071 -0.849 0.850 0.0 0.1 0.0
C -5.026 -1.332 1.574 -0.1 0.0 0.0
N -3.910 -1.470 0.779 -0.2 -0.1 0.2
C -4.272 -1.078 -0.407 0.2 -0.1 0.1
H -9.331 0.575 -2.717 0.0 0.0 0.0
H -8.197 -0.316 -0.720 0.0 0.0 0.0
H -4.404 0.033 -2.729 0.0 0.0 0.0
H -5.549 0.900 -4.708 0.0 0.0 0.0
H -7.074 -0.582 1.127 0.0 0.0 0.0
H -4.997 -1.578 2.623 0.0 0.0 0.0
H -3.593 -1.054 -1.258 0.0 0.1 -0.1
C 0.151 -0.663 -5.983 -0.1 0.0 0.0
Si -1.671 -0.418 -5.561 0.0 0.0 0.1
C -2.162 1.311 -6.134 0.0 -0.1 0.0
C -2.662 -1.651 -6.591 0.0 0.0 0.0
C -1.959 -0.632 -3.797 0.0 0.1 -0.2
C -2.044 -0.695 -2.564 0.0 -0.1 -0.2
H 0.336 -0.575 -7.057 0.0 0.0 0.0
H 0.483 -1.650 -5.657 0.0 0.0 0.0
H 0.759 0.082 -5.466 0.0 0.0 0.0
H -1.950 1.463 -7.196 0.0 0.0 0.0
H -1.619 2.063 -5.560 0.0 0.0 0.0
H -3.230 1.480 -5.976 0.0 0.0 0.0
H -2.491 -1.515 -7.663 0.0 0.0 0.0
H -3.730 -1.537 -6.397 0.0 0.0 0.0
H -2.386 -2.674 -6.326 0.0 0.0 0.0

# 2
13
Properties=species:S:1:pos:R:3:forces:R:3 method="wB97M-V/def2-TZVPD" smiles=C[C@@](F)(Cl)CN gap_ha=0.3708 homo_energy_ev=-9.2
C 1.776 -0.734 -0.463 1.0 -2.6 -2.3
C 0.368 -0.332 -0.053 0.1 -0.3 -2.9
F 0.421 -0.637 1.218 -0.9 -0.4 3.9
Cl 0.225 1.435 -0.085 0.2 1.0 -0.6
C -0.981 -0.991 -0.590 -0.7 -2.4 0.8
N -2.079 -0.168 0.017 -0.5 2.6 -0.3
H 1.760 -1.740 0.238 1.4 2.3 -2.2
H 2.518 0.089 -0.273 -0.8 -1.2 0.7
H 2.059 -0.969 -1.635 -1.4 0.3 2.9
H -1.278 -2.014 -0.020 1.9 1.9 -1.2
H -0.981 -1.402 -1.783 -0.4 2.2 3.2
H -2.257 0.695 -0.661 0.5 -2.1 2.6
H -1.853 0.188 1.130 -0.5 -1.3 -4.6

# 3
9
Properties=species:S:1:pos:R:3:forces:R:3 method="wB97M-V/def2-TZVPD" gap_ha="0.3494 / 0.3390" total_charge=+1 homo_energy_ev="-16.6 / -17.0"
C 0.919 -0.102 0.435 -0.5 -0.3 -0.1
N 1.454 1.128 -0.044 0.5 0.2 0.5
N -0.573 -0.318 -0.056 0.1 0.0 0.0
O 1.718 -0.986 -0.149 0.1 0.6 0.1
H 0.883 -0.110 1.537 0.0 -0.1 -0.3
H 1.566 1.263 -1.051 -0.3 -0.6 -0.3
H -1.147 0.517 0.123 0.0 -0.3 -0.1
H -0.984 -1.126 0.435 0.1 0.3 -0.1
H -0.566 -0.533 -1.065 0.0 0.1 0.3

# 4
61
Properties=species:S:1:pos:R:3:forces:R:3 method="wB97M-V/def2-TZVPD" gap_ha=0.1422 total_charge=+2 homo_energy_ev=-14.0
Au 0.407 -0.409 -1.204 -0.1 0.5 0.1
F 2.079 -3.168 -3.277 0.2 0.1 -0.2
C 2.696 -3.170 -2.101 -0.5 0.4 0.1
F 3.130 -1.928 -1.823 0.1 0.0 -0.2
F 3.679 -4.011 -2.089 0.6 -0.3 -0.1
S 1.438 -3.600 -0.858 -0.5 0.1 0.3
O 0.466 -2.456 -1.027 0.1 -0.5 0.6
O 0.852 -4.835 -1.246 0.1 0.3 0.1
N 2.263 -3.615 0.449 -0.2 0.0 -0.2
S 1.945 -2.921 1.825 -0.7 -0.4 -0.3
O 2.106 -3.772 2.946 0.0 0.2 -0.2
O 0.743 -2.100 1.712 0.1 -0.2 0.4
C 3.287 -1.701 1.884 -0.5 -0.7 -0.7
F 3.088 -0.853 0.843 0.4 0.2 0.0
F 4.457 -2.271 1.799 0.4 0.2 -0.1
F 3.160 -1.031 2.998 0.2 0.9 0.9
Se -1.322 1.723 -3.494 0.0 0.0 -0.1
Se 0.070 0.331 -4.732 -0.1 -0.1 0.0
C -0.727 -1.335 -4.194 -0.3 -0.3 0.6
C -0.858 -2.345 -5.123 -0.2 -0.2 -0.3
C -1.481 -3.531 -4.728 0.3 0.2 -0.6
C -1.971 -3.649 -3.449 -0.2 -0.1 0.4
C -1.781 -2.600 -2.571 0.3 0.5 -0.2
N -1.151 -1.465 -2.932 0.2 -0.2 0.0
C 0.085 2.401 -2.403 0.4 -0.5 0.7
C 0.384 3.754 -2.448 0.1 -0.1 0.1
C 1.438 4.256 -1.698 -0.2 0.4 -0.2
C 2.210 3.393 -0.948 0.3 0.0 0.1
C 1.881 2.060 -0.922 -0.3 -0.2 -0.3
N 0.819 1.562 -1.606 -0.4 0.7 0.3
H -0.508 -2.203 -6.139 -0.1 -0.1 0.1
H -1.591 -4.347 -5.433 0.0 0.1 0.0
H -2.468 -4.551 -3.111 0.0 0.1 -0.1
H -2.104 -2.674 -1.542 0.0 0.1 0.0
H -0.198 4.398 -3.095 0.0 0.0 0.0
H 1.670 5.317 -1.729 0.0 -0.1 0.0
H 3.068 3.740 -0.384 -0.1 0.0 -0.1
H 2.468 1.352 -0.356 0.0 -0.1 0.0
Te 0.196 0.506 1.737 0.7 -1.1 0.2
C 0.085 2.422 2.438 -0.4 0.2 -0.7
C 1.219 2.822 3.157 0.3 0.0 -0.2
C 1.249 4.085 3.711 -0.2 0.3 0.1
C 0.167 4.950 3.519 0.1 -0.3 -0.1
C -0.954 4.547 2.782 0.0 0.1 0.1
C -1.005 3.279 2.246 -0.2 0.1 0.0
C -1.744 -0.141 2.089 0.0 0.2 -0.5
C -1.919 -1.053 3.121 0.2 -0.2 0.1
C -3.209 -1.465 3.423 0.0 0.0 0.1
C -4.286 -0.985 2.689 0.0 0.0 0.0
C -4.086 -0.090 1.642 -0.1 0.1 -0.1
C -2.806 0.341 1.335 -0.2 0.2 -0.1
H 2.061 2.148 3.299 -0.1 0.1 -0.1
H 2.108 4.398 4.292 -0.1 0.0 0.0
H 0.193 5.942 3.952 0.0 0.0 0.0
H -1.790 5.224 2.647 0.1 0.0 0.0
H -1.892 2.948 1.708 0.2 0.1 0.1
H -1.076 -1.446 3.677 0.0 0.0 0.0
H -3.368 -2.169 4.231 0.0 0.0 0.0
H -5.290 -1.316 2.930 0.1 0.0 0.0
H -4.929 0.273 1.066 0.0 0.0 0.0
H -2.649 1.035 0.515 0.0 -0.1 0.0

# 5
34
Properties=species:S:1:pos:R:3:forces:R:3 method="wB97M-V/def2-TZVPD" multiplicity=2 gap_ha="0.2190 / 0.2074" total_charge=+4 homo_energy_ev="-22.8 / -22.8"
Ir 0.385 -0.148 -0.421 0.8 0.1 -0.4
O 1.003 -5.298 -3.450 0.1 0.3 0.1
C 0.725 -4.251 -2.759 0.1 -0.1 -0.1
C -0.498 -4.020 -2.069 0.0 -0.1 -0.1
C -0.670 -2.873 -1.371 0.0 0.1 0.1
N 0.324 -1.916 -1.295 -0.4 0.1 0.1
C 1.464 -2.162 -1.981 0.1 -0.2 -0.2
Br 2.551 -0.593 -1.724 -0.7 0.2 0.5
C 1.754 -3.247 -2.709 0.1 0.0 0.0
H 0.320 -5.991 -3.500 -0.1 -0.1 0.0
H -1.290 -4.758 -2.096 0.0 0.0 0.0
H -1.586 -2.670 -0.832 0.0 0.0 0.0
H 2.688 -3.394 -3.239 0.0 0.0 0.0
C -1.474 0.885 2.707 -0.1 0.0 -0.1
C 0.019 0.707 3.000 0.1 -0.1 0.0
S 1.252 0.363 1.669 0.1 0.1 0.0
C 2.072 1.977 1.427 0.0 -0.1 -0.1
C 1.132 2.984 0.812 -0.1 0.0 0.0
S 0.319 2.226 -0.654 0.1 -0.1 0.1
C -1.367 2.918 -0.576 0.1 0.1 -0.1
C -2.381 2.308 0.398 0.0 -0.1 0.1
S -1.982 2.530 2.145 -0.1 -0.1 -0.1
H -1.982 0.778 3.675 -0.1 0.0 0.0
H -1.881 0.126 2.034 0.0 0.1 0.0
H 0.111 -0.180 3.634 0.0 0.0 0.0
H 0.439 1.542 3.567 0.0 0.0 0.0
H 2.927 1.743 0.786 0.0 0.1 0.0
H 2.475 2.307 2.388 0.0 -0.1 0.0
H 1.668 3.867 0.456 0.0 0.0 0.0
H 0.363 3.321 1.513 0.1 0.0 0.0
H -1.766 2.818 -1.589 0.0 0.0 0.0
H -1.215 3.990 -0.410 0.0 0.0 0.0
H -2.577 1.251 0.204 0.0 0.1 0.0
H -3.322 2.859 0.259 0.0 0.0 0.0

# 6
27
Properties=species:S:1:pos:R:3:forces:R:3 method="wB97M-V/def2-TZVPD" gap_ha=0.3400 homo_energy_ev=-8.4
C 2.285 -2.510 -1.527 1.0 0.7 1.1
C 1.321 -2.088 -2.565 -2.8 -0.3 -1.4
C 0.305 -1.186 -2.459 2.2 -1.5 1.9
C 0.107 -0.210 -1.325 -0.1 -1.7 -2.6
C 0.415 1.067 -1.616 -0.4 3.3 1.1
C -0.087 2.108 -0.765 0.9 -1.4 0.7
C -0.682 1.771 0.467 0.4 1.8 -1.9
O -1.142 2.737 1.371 0.6 -1.1 -0.6
C -0.198 2.911 2.408 0.5 0.4 2.1
C -0.914 0.440 0.717 0.4 1.1 0.4
O -1.370 0.258 1.956 0.1 -1.0 0.9
C -1.813 -1.048 2.260 -0.9 0.4 -0.2
C -0.650 -0.502 -0.243 -2.0 -2.5 2.0
H 3.299 -2.137 -1.713 0.1 -0.3 -0.4
H 2.351 -3.618 -1.443 -0.2 0.8 0.1
H 2.091 -2.014 -0.540 -0.3 -0.7 -0.7
H 1.200 -2.760 -3.483 0.6 0.9 1.3
H -0.507 -1.256 -3.122 -0.7 0.3 -1.2
H 0.962 1.303 -2.515 0.0 0.2 -0.1
H 0.151 3.130 -0.955 -0.1 0.6 -0.2
H -0.671 3.488 3.266 0.1 -1.0 -1.0
H 0.258 1.936 2.858 -0.8 1.6 -1.1
H 0.565 3.618 2.060 0.4 -0.5 0.0
H -2.489 -1.251 1.446 -0.2 -1.2 -0.3
H -1.070 -1.847 2.470 -0.2 0.8 -0.4
H -2.488 -0.880 3.071 -0.1 -0.3 1.0
H -1.227 -1.459 -0.079 1.5 0.7 -0.5

# 7
47
Properties=species:S:1:pos:R:3:forces:R:3 method="wB97M-V/def2-TZVPD" multiplicity=5 gap_ha="0.1979 / 0.1949" total_charge=-2 homo_energy_ev="-1.2 / -1.4"
Mn -0.383 -0.329 -0.244 1.2 -0.2 -0.7
S 0.464 4.265 2.932 0.3 -0.2 -0.4
Sb -0.130 3.410 0.833 -1.0 0.0 1.2
S 0.489 1.096 -1.617 0.6 0.6 -0.9
S -0.634 1.006 1.392 -0.4 1.8 1.4
S -2.204 4.356 0.358 0.4 -0.2 -0.4
O -2.519 -3.471 -1.353 0.1 0.2 0.1
C -1.607 -2.763 -0.951 0.2 -0.5 -0.2
O -1.719 -1.603 -0.407 -1.6 -1.0 0.0
C -0.151 -3.273 -1.126 -0.1 0.2 0.1
P 0.995 -2.184 -0.167 0.2 -0.9 -0.3
C 0.927 -3.022 1.465 -0.1 0.1 0.1
C 0.446 -2.310 2.560 0.1 0.0 -0.2
C 0.291 -2.937 3.790 0.0 0.0 0.1
C 0.620 -4.275 3.936 0.0 0.1 0.0
C 1.109 -4.988 2.848 0.0 -0.1 -0.1
C 1.263 -4.367 1.620 0.0 0.1 0.0
C 2.648 -2.720 -0.735 0.4 0.3 0.0
C 2.942 -2.938 -2.081 -0.2 -0.2 0.2
C 4.238 -3.209 -2.488 0.1 -0.1 -0.1
C 5.275 -3.232 -1.567 -0.1 -0.1 0.1
C 5.005 -2.965 -0.232 0.1 -0.1 0.0
C 3.709 -2.705 0.177 -0.2 -0.1 -0.1
H 0.088 -3.216 -2.189 0.0 0.0 0.0
H -0.098 -4.319 -0.823 0.0 0.0 0.0
H 0.199 -1.260 2.434 -0.1 0.0 0.1
H -0.104 -2.372 4.626 0.0 0.0 0.0
H 0.495 -4.766 4.894 0.0 0.0 0.0
H 1.359 -6.038 2.950 0.0 0.0 0.0
H 1.658 -4.924 0.778 0.0 0.0 0.0
H 2.152 -2.900 -2.819 0.0 0.0 0.0
H 4.441 -3.393 -3.537 0.0 0.0 0.0
H 6.289 -3.441 -1.885 0.0 0.0 0.0
H 5.814 -2.944 0.489 0.0 0.0 0.0
H 3.508 -2.485 1.218 0.0 0.0 0.0
S 2.192 0.337 -2.540 0.1 0.1 0.0
C 3.475 0.425 -1.322 -0.2 0.0 -0.2
C 4.776 0.148 -1.748 0.0 0.0 0.1
C 5.822 0.156 -0.841 0.0 0.1 -0.1
C 5.588 0.448 0.497 0.1 0.0 0.1
C 4.295 0.724 0.919 0.0 0.0 0.0
C 3.238 0.712 0.020 0.1 0.0 0.1
H 4.950 -0.081 -2.793 0.0 0.0 0.0
H 6.830 -0.056 -1.181 0.0 0.0 0.0
H 6.412 0.465 1.201 0.0 0.0 0.0
H 4.091 0.956 1.958 0.0 0.0 0.0
H 2.234 0.918 0.371 0.0 0.1 -0.1

# 8
23
Properties=species:S:1:pos:R:3:forces:R:3 method="wB97M-V/def2-TZVPD" gap_ha=0.1759 total_charge=+1 homo_energy_ev=-14.1
C 1.501 1.615 -0.110 -0.7 -0.6 0.4
C 0.259 2.387 0.316 0.9 0.2 0.6
C -0.123 2.151 1.782 0.3 -0.5 -0.4
C -0.753 0.798 2.160 0.2 0.6 -0.5
N 0.756 -3.227 -1.797 -0.2 0.6 1.3
C -0.242 -2.549 -1.259 0.7 -1.1 -1.0
N -0.076 -1.769 -0.232 -0.8 -0.4 -0.7
H 2.045 2.089 -0.920 0.1 0.0 0.0
H 2.123 1.443 0.769 0.3 0.3 -0.2
H 1.251 0.584 -0.425 0.0 0.1 -0.2
H 0.576 3.445 0.379 -0.3 0.1 -0.7
H -0.500 2.375 -0.501 -0.3 -0.2 0.3
H -0.177 0.011 1.676 0.0 -0.2 0.3
H 0.872 2.165 2.242 -0.2 0.2 0.4
H -1.775 0.753 1.787 -0.1 -0.1 0.2
H -0.717 0.688 3.240 -0.1 -0.2 0.0
H 1.630 -3.130 -1.297 0.5 -0.5 -0.7
H 0.607 -3.729 -2.655 0.3 -0.3 0.1
H -1.167 -2.781 -1.795 -0.4 0.8 0.5
H -0.511 -0.798 -0.432 -0.6 2.2 -0.1
H -0.684 2.984 2.197 -0.2 0.0 -0.1
H -1.890 0.267 -1.488 0.0 -0.2 0.0
O -1.286 0.302 -0.723 0.6 -0.8 0.5

# 9
8
Properties=species:S:1:pos:R:3:forces:R:3 method="wB97M-V/def2-TZVPD" gap_ha=0.3704 homo_energy_ev=-10.4
N 0.412 -1.238 -1.443 0.1 -0.4 0.9
O -0.636 0.677 0.841 -0.1 0.8 -0.4
O -0.195 0.309 2.145 -0.2 -0.5 0.0
O -0.179 0.860 -2.321 0.8 0.9 0.5
S 0.723 0.242 -1.361 -1.2 -1.1 -1.4
H 0.301 1.101 2.194 1.3 1.1 1.4
H 0.740 -1.881 -0.719 0.5 0.5 -0.2
H -1.167 -0.070 0.664 -1.3 -1.3 -0.8

# 10
8
Properties=species:S:1:pos:R:3:forces:R:3 method="wB97M-V/def2-TZVPD" gap_ha=0.2557 total_charge=-1 homo_energy_ev=-2.7
S 2.009 1.696 0.318 0.4 0.0 -0.1
H 1.858 1.391 1.617 -0.1 -0.1 0.0
C -0.870 -0.781 -0.216 0.7 0.1 -0.1
O -0.609 0.482 -0.784 -0.1 -0.6 -0.5
H 0.081 -1.264 0.047 -0.2 0.0 0.3
H -1.490 -0.673 0.681 0.0 -0.1 0.0
H -1.348 -1.468 -0.919 -0.3 0.1 -0.1
H 0.371 0.617 -0.745 -0.4 0.5 0.5

# 11
18
Properties=species:S:1:pos:R:3:forces:R:3 method="wB97M-V/def2-TZVPD" smiles="CCN1[C@@H](C)ON1N=O" gap_ha=0.3471 homo_energy_ev=-8.9
C 2.322 0.208 -0.355 -0.5 -0.8 1.0
C 1.316 0.286 0.788 -0.8 -2.6 -3.6
N -0.030 -0.163 0.263 1.7 -2.5 1.2
C -1.180 0.617 0.008 -1.6 1.6 -1.5
C -1.627 0.681 -1.439 -2.3 -2.8 -0.9
O -2.089 -0.261 0.674 1.4 -1.5 1.3
N -0.819 -1.072 1.057 -0.2 2.5 -1.0
N -0.431 -2.170 1.486 -1.2 -1.7 0.9
O -1.182 -3.013 2.020 0.9 1.2 -0.7
H 2.028 0.769 -1.198 0.2 1.0 -0.9
H 3.298 0.359 0.072 0.5 0.8 -0.3
H 2.341 -0.817 -0.658 -0.1 -0.8 -0.4
H 1.811 -0.339 1.475 -0.7 -0.9 1.7
H 1.137 1.221 1.065 -0.1 4.1 1.9
H -1.202 1.672 0.386 0.2 -0.8 0.4
H -1.508 -0.218 -2.113 1.0 0.7 1.1
H -1.454 1.543 -1.957 1.6 2.4 -1.3
H -2.730 0.698 -1.573 0.1 0.1 1.2

# 12
28
Properties=species:S:1:pos:R:3:forces:R:3 method="wB97M-V/def2-TZVPD" gap_ha=0.3829 homo_energy_ev=-9.7
C 4.522 -1.100 1.065 -0.2 -0.1 0.1
C 3.597 -0.872 -0.108 -0.2 0.0 -0.1
O 3.558 -1.627 -1.059 0.2 0.3 0.1
N 2.844 0.294 -0.033 -0.3 -0.5 -0.2
C 1.955 0.619 -1.148 0.0 0.1 0.1
C 0.483 0.358 -0.853 -0.1 -0.1 -0.1
C -0.156 1.400 0.072 0.0 0.0 0.1
C -1.667 1.570 -0.158 0.0 -0.1 0.1
Si -2.687 0.244 0.660 0.0 0.1 0.0
O -4.072 -0.005 -0.210 0.1 -0.2 0.1
Si -5.086 -1.303 -0.113 -0.1 0.0 0.0
H 5.502 -1.364 0.670 0.0 0.0 0.0
H 4.169 -1.950 1.651 0.0 0.0 0.0
H 4.603 -0.227 1.707 0.0 0.0 0.0
H 2.412 0.419 0.873 0.4 0.3 0.1
H 2.092 1.676 -1.389 0.0 0.0 0.0
H 2.277 0.037 -2.007 0.1 -0.1 0.1
H 0.376 -0.648 -0.436 0.0 0.0 -0.1
H -0.056 0.353 -1.804 0.0 0.1 0.0
H 0.348 2.359 -0.077 0.0 0.0 -0.1
H 0.024 1.135 1.121 0.1 0.0 0.0
H -2.004 2.531 0.237 0.0 0.0 -0.1
H -1.890 1.562 -1.228 0.0 0.1 0.0
H -1.928 -1.030 0.759 0.0 0.0 0.0
H -3.059 0.642 2.040 0.0 0.0 0.0
H -6.477 -0.843 -0.270 0.0 0.0 0.0
H -4.919 -1.954 1.209 0.0 0.0 0.0
H -4.761 -2.276 -1.174 0.0 0.0 0.0

E_tot values, unit eV, following the record order: -154425.7863; -19951.5388; -6134.2714; -217473.9955; -120542.8367; -15726.1076; -126437.5035; -10442.3314; -18511.9681; -14001.4714; -12851.7042; -27840.2250.
Maximum force values, unit eV/Å, following the record order: 0.38; 4.83; 0.78; 1.30; 0.88; 3.77; 2.31; 2.27; 2.24; 0.85; 4.49; 0.57.